C24H27Cl16F2N2Si | ωB97M-V/def2-TZVPD

Last columns: bonded neighbours and bond lengths (Å).
Positions of all 72 atoms, in Å:
1 C -1.1970 1.2946 4.4082  Si2 1.869, H26 1.089, H27 1.092, H28 1.090
2 Si -0.3713 0.3524 3.0213  C1 1.869, C3 1.890, C4 1.890, C20 1.879
3 C 1.4952 0.5762 3.2125  Si2 1.890, H29 1.087, H30 1.088, H31 1.093
4 C -0.8301 1.0563 1.3287  Si2 1.890, C5 1.552, H32 1.093, H33 1.093
5 C -2.2113 0.6591 0.7424  C4 1.552, C6 1.504, H34 1.090, H35 1.088
6 C -2.1455 0.5637 -0.7572  C5 1.504, F7 1.360, F8 1.344, N9 1.511
7 F -3.3897 0.3255 -1.2513  C6 1.360
8 F -1.7215 1.7070 -1.3228  C6 1.344
9 N -1.2592 -0.5663 -1.2257  C6 1.511, C10 1.500, C13 1.532, H36 1.024
10 C -1.9098 -1.7280 -1.9169  N9 1.500, C11 1.523, H37 1.085, H38 1.088
11 C -1.7618 -1.4275 -3.4026  C10 1.523, C12 1.538, H39 1.090, H40 1.087
12 C -0.6141 -0.4145 -3.5479  C11 1.538, C13 1.538, H41 1.087, H42 1.086
13 C -0.0577 -0.2517 -2.1229  N9 1.532, C12 1.538, C14 1.526, H43 1.086
14 C 1.0308 -1.2537 -1.7509  C13 1.526, C15 1.398, C19 1.393
15 C 1.9194 -0.9404 -0.7180  C14 1.398, C16 1.385, H44 1.085
16 C 2.9121 -1.8472 -0.3839  C15 1.385, C17 1.391, H45 1.081
17 C 2.9879 -3.0353 -1.1023  C16 1.391, N18 1.332, H46 1.083
18 N 2.1663 -3.3503 -2.1028  C17 1.332, C19 1.329
19 C 1.2091 -2.4755 -2.3960  C14 1.393, N18 1.329, H47 1.085
20 C -0.7180 -1.4870 3.1861  Si2 1.879, C21 1.396, C25 1.396
21 C -1.1216 -2.3457 2.1624  C20 1.396, C22 1.382, H48 1.085
22 C -1.3045 -3.6988 2.3736  C21 1.382, C23 1.384, H49 1.082
23 C -1.0979 -4.2392 3.6313  C22 1.384, C24 1.387, H50 1.081
24 C -0.7231 -3.4025 4.6721  C23 1.387, C25 1.381, H51 1.082
25 C -0.5328 -2.0529 4.4491  C20 1.396, C24 1.381, H52 1.084
26 H -2.2792 1.1763 4.4159  C1 1.089
27 H -0.9390 2.3508 4.3091  C1 1.092
28 H -0.7740 0.9565 5.3542  C1 1.090
29 H 1.9671 -0.4035 3.2164  C3 1.087
30 H 1.7374 1.1195 4.1234  C3 1.088
31 H 1.8842 1.1484 2.3670  C3 1.093
32 H -0.0294 0.8655 0.6096  C4 1.093
33 H -0.8456 2.1433 1.4388  C4 1.093
34 H -2.9080 1.4744 0.9369  C5 1.090
35 H -2.6137 -0.2684 1.1458  C5 1.088
36 H -0.8212 -0.9432 -0.3803  N9 1.024
37 H -2.9357 -1.9149 -1.6175  C10 1.085
38 H -1.3636 -2.6197 -1.6160  C10 1.088
39 H -1.5403 -2.3432 -3.9503  C11 1.090
40 H -2.6698 -1.0490 -3.8660  C11 1.087
41 H -0.9517 0.5672 -3.8718  C12 1.087
42 H 0.2252 -0.7335 -4.1585  C12 1.086
43 H 0.3909 0.7031 -1.8648  C13 1.086
44 H 1.8492 0.0011 -0.1841  C15 1.085
45 H 3.6265 -1.6356 0.3990  C16 1.081
46 H 3.7574 -3.7573 -0.8570  C17 1.083
47 H 0.5532 -2.7522 -3.2146  C19 1.085
48 H -1.3039 -1.9644 1.1634  C21 1.085
49 H -1.6147 -4.3526 1.5685  C22 1.082
50 H -1.2277 -5.2988 3.8023  C23 1.081
51 H -0.5802 -3.8120 5.6632  C24 1.082
52 H -0.2390 -1.4298 5.2856  C25 1.084
53 C 4.5277 -2.0538 -5.8491  Cl54 1.768, Cl55 1.761, Cl56 1.762, Cl57 1.775
54 Cl 3.8858 -0.6370 -6.6904  C53 1.768
55 Cl 4.4364 -3.4604 -6.9040  C53 1.761
56 Cl 6.2023 -1.7591 -5.3870  C53 1.762
57 Cl 3.5617 -2.3562 -4.3908  C53 1.775
58 C -3.4880 4.9733 -0.2704  Cl59 1.753, Cl60 1.772, Cl61 1.771, Cl62 1.769
59 Cl -4.0618 6.5740 -0.6982  C58 1.753
60 Cl -4.2902 3.7676 -1.2914  C58 1.772
61 Cl -1.7362 4.8874 -0.5148  C58 1.771
62 Cl -3.8512 4.6287 1.4261  C58 1.769
63 C -2.3928 7.3785 -4.6924  Cl64 1.764, Cl65 1.763, Cl66 1.769, Cl67 1.766
64 Cl -1.9149 6.9156 -6.3261  C63 1.764
65 Cl -3.6208 8.6408 -4.7674  C63 1.763
66 Cl -3.0533 5.9717 -3.8466  C63 1.769
67 Cl -0.9843 7.9742 -3.8087  C63 1.766
68 C 5.1365 -0.1372 4.9255  Cl69 1.769, Cl70 1.775, Cl71 1.762, Cl72 1.759
69 Cl 3.6504 -0.3773 5.8550  C68 1.769
70 Cl 4.8663 -0.6050 3.2345  C68 1.775
71 Cl 5.5995 1.5614 4.9884  C68 1.762
72 Cl 6.4186 -1.1335 5.6031  C68 1.759

Summary:
- Charge: +1
- Strongest force on any atom: 1.29 eV/A
- E_HOMO: -11.91 eV
- Kohn-Sham gap: 9.46 eV
- E: -8892.2857 Ha

C24H27Cl25F10O5S | ωB97M-V/def2-TZVPD

Last columns: bonded neighbours and bond lengths (Å).
Positions of all 92 atoms, in Å:
1 O 5.0808 -2.5428 0.4058  C2 1.208
2 C 5.3210 -1.6205 -0.3361  O1 1.208, F3 1.357, C4 1.509
3 F 5.4487 -1.8786 -1.6627  C2 1.357
4 C 5.4642 -0.1783 0.0849  C2 1.509, C5 1.512, H30 1.090, H31 1.093
5 C 4.1606 0.5838 0.1617  C4 1.512, C6 1.330, C28 1.512
6 C 3.0761 0.2223 -0.5185  C5 1.330, C7 1.511, H32 1.082
7 C 1.8745 1.1331 -0.4279  C6 1.511, O8 1.199, C9 1.597
8 O 1.2587 1.4148 -1.4175  C7 1.199
9 C 1.5878 1.6971 1.0389  C7 1.597, S10 1.800, C26 1.329
10 S -0.0940 1.8474 1.6614  C9 1.800, O11 1.433, O12 1.432, C13 1.860
11 O -0.1836 1.8344 3.0915  S10 1.433
12 O -0.6757 3.0476 1.1409  S10 1.432
13 C -1.0030 0.2947 1.1904  S10 1.860, F14 1.337, F15 1.330, C16 1.563
14 F -0.0999 -0.6817 1.3225  C13 1.337
15 F -1.8804 0.0835 2.1674  C13 1.330
16 C -1.7972 0.2417 -0.1542  C13 1.563, F17 1.347, F18 1.322, C19 1.557
17 F -3.1082 0.1913 0.1509  C16 1.347
18 F -1.6394 1.2918 -0.9416  C16 1.322
19 C -1.5303 -1.0304 -1.0120  C16 1.557, F20 1.318, F21 1.374, C22 1.565
20 F -0.2599 -1.1453 -1.3426  C19 1.318
21 F -2.2101 -0.7798 -2.1792  C19 1.374
22 C -2.0963 -2.3650 -0.4227  C19 1.565, F23 1.353, F24 1.316, F25 1.320
23 F -1.1690 -3.3306 -0.6167  C22 1.353
24 F -3.1779 -2.7706 -1.0528  C22 1.316
25 F -2.3170 -2.3188 0.8781  C22 1.320
26 C 2.6893 2.0301 1.7043  C9 1.329, Cl27 1.707, C28 1.547
27 Cl 2.6851 2.7132 3.2686  C26 1.707
28 C 4.0691 1.8125 1.0388  C5 1.512, C26 1.547, O29 1.200
29 O 4.9918 2.5499 1.2491  C28 1.200
30 H 5.9164 -0.1946 1.0763  C4 1.090
31 H 6.1846 0.2943 -0.5874  C4 1.093
32 H 3.0122 -0.6417 -1.1670  C6 1.082
33 C -0.3869 -0.3631 -5.7722  Cl34 1.772, Cl35 1.766, H36 1.085, H37 1.084
34 Cl 0.7468 -1.4949 -6.5297  C33 1.772
35 Cl -0.4989 -0.6085 -4.0266  C33 1.766
36 H -0.0381 0.6456 -5.9650  C33 1.085
37 H -1.3705 -0.5062 -6.2052  C33 1.084
38 C 2.8603 5.0439 -1.3790  Cl39 1.767, Cl40 1.777, H41 1.085, H42 1.085
39 Cl 3.3711 6.4381 -0.4208  C38 1.767
40 Cl 2.2358 3.7466 -0.3367  C38 1.777
41 H 2.0792 5.3561 -2.0637  C38 1.085
42 H 3.7121 4.6625 -1.9330  C38 1.085
43 C 1.4814 -3.3626 1.9974  Cl44 1.767, Cl45 1.762, H46 1.087, H47 1.084
44 Cl 2.1476 -2.0379 1.0355  C43 1.767
45 Cl 2.3070 -3.5153 3.5465  C43 1.762
46 H 0.4319 -3.1494 2.1811  C43 1.087
47 H 1.5816 -4.2932 1.4507  C43 1.084
48 C -0.1219 -1.0723 4.7102  Cl49 1.766, Cl50 1.771, H51 1.084, H52 1.084
49 Cl 1.0520 -0.1577 5.6617  C48 1.766
50 Cl -0.3146 -2.7195 5.3321  C48 1.771
51 H -1.0786 -0.5645 4.7492  C48 1.084
52 H 0.2303 -1.1265 3.6859  C48 1.084
53 C -5.5786 -3.0257 -3.6390  Cl54 1.768, Cl55 1.767, H56 1.084, H57 1.084
54 Cl -7.2869 -2.6960 -3.3222  C53 1.768
55 Cl -5.1693 -2.7734 -5.3392  C53 1.767
56 H -4.9765 -2.3581 -3.0336  C53 1.084
57 H -5.3690 -4.0568 -3.3789  C53 1.084
58 C 5.8374 3.6602 -4.5299  Cl59 1.767, Cl60 1.771, H61 1.078, H62 1.084
59 Cl 6.3461 5.0474 -3.5606  C58 1.767
60 Cl 5.1934 2.3553 -3.5197  C58 1.771
61 H 5.0706 3.9824 -5.2154  C58 1.078
62 H 6.6928 3.2833 -5.0788  C58 1.084
63 C -0.3552 -4.2899 -4.3351  Cl64 1.764, Cl65 1.769, H66 1.084, H67 1.083
64 Cl -1.4893 -3.5510 -3.2031  C63 1.764
65 Cl 0.8478 -5.2781 -3.4954  C63 1.769
66 H -0.9083 -4.9199 -5.0223  C63 1.084
67 H 0.1553 -3.5042 -4.8772  C63 1.083
68 C -3.6909 1.3513 4.8719  Cl69 1.764, Cl70 1.773, H71 1.084, H72 1.085
69 Cl -3.7073 2.1552 6.4422  C68 1.764
70 Cl -3.4280 -0.3939 5.0426  C68 1.773
71 H -4.6458 1.5099 4.3846  C68 1.084
72 H -2.8897 1.7707 4.2720  C68 1.085
73 C 3.2962 1.2640 -7.3876  Cl74 1.766, Cl75 1.771, H76 1.084, H77 1.084
74 Cl 4.8992 0.8450 -7.9977  C73 1.766
75 Cl 3.3236 2.7884 -6.4861  C73 1.771
76 H 2.6196 1.3737 -8.2272  C73 1.084
77 H 2.9545 0.4701 -6.7334  C73 1.084
78 C -2.8501 -0.9660 8.7303  Cl79 1.769, Cl80 1.767, H81 1.084, H82 1.085
79 Cl -2.1799 0.3774 9.6657  C78 1.769
80 Cl -3.7981 -2.0590 9.7449  C78 1.767
81 H -3.4914 -0.5618 7.9561  C78 1.084
82 H -2.0324 -1.5224 8.2853  C78 1.085
83 C 1.2654 2.2723 9.3317  Cl84 1.768, Cl85 1.768, H86 1.084, H87 1.084
84 Cl 1.6674 3.5626 8.1912  C83 1.768
85 Cl 1.5516 2.7718 11.0032  C83 1.768
86 H 0.2176 2.0192 9.2173  C83 1.084
87 H 1.8825 1.4084 9.1141  C83 1.084
88 C -9.8623 -1.0664 -5.1066  Cl89 1.768, Cl90 1.768, H91 1.083, H92 1.084
89 Cl -11.3113 -2.0175 -4.7573  C88 1.768
90 Cl -10.1934 0.6699 -5.0568  C88 1.768
91 H -9.1076 -1.2988 -4.3649  C88 1.083
92 H -9.5056 -1.3253 -6.0968  C88 1.084

Summary:
- Strongest force on any atom: 3.32 eV/A
- E_HOMO: -10.70 eV
- Kohn-Sham gap: 8.68 eV
- E: -14208.3932 Ha

C24H27FN4O | ωB97M-V/def2-TZVPD

Last columns: bonded neighbours and bond lengths (Å).
Positions of all 57 atoms, in Å:
1 C 2.9691 4.2647 1.4998  C2 1.484, H31 1.085, H32 1.091, H33 1.090
2 C 3.0752 3.3900 0.3054  C1 1.484, N3 1.309, N29 1.361
3 N 2.4820 3.6075 -0.8408  C2 1.309, C4 1.358
4 C 2.8433 2.5810 -1.6536  N3 1.358, C5 1.368, H34 1.072
5 C 3.6763 1.7228 -0.9904  C4 1.368, C6 1.489, N29 1.376
6 C 4.3263 0.4490 -1.4045  C5 1.489, N7 1.459, H35 1.103, H36 1.096
7 N 3.8433 -0.6583 -0.5861  C6 1.459, C8 1.452, C28 1.451
8 C 4.6145 -1.8754 -0.7636  N7 1.452, C9 1.526, H37 1.094, H38 1.104
9 C 4.1819 -2.9088 0.2732  C8 1.526, C10 1.524, H39 1.091, H40 1.092
10 C 2.6906 -3.1988 0.1490  C9 1.524, C11 1.527, H41 1.091, H42 1.091
11 C 1.9081 -1.8905 0.2390  C10 1.527, C12 1.526, C28 1.533, H43 1.096
12 C 0.4167 -2.1227 0.0150  C11 1.526, O13 1.209, N14 1.365
13 O -0.0322 -3.1498 -0.4387  C12 1.209
14 N -0.3307 -1.0377 0.3703  C12 1.365, C15 1.398, H44 1.011
15 C -1.7096 -0.8396 0.2574  N14 1.398, C16 1.392, C27 1.394
16 C -2.5867 -1.8303 -0.1741  C15 1.392, C17 1.381, H45 1.077
17 C -3.9397 -1.5662 -0.2493  C16 1.381, C18 1.393, H46 1.080
18 C -4.4558 -0.3182 0.0926  C17 1.393, C19 1.469, C26 1.394
19 C -5.8974 -0.0475 0.0092  C18 1.469, C20 1.394, C25 1.393
20 C -6.8285 -1.0075 0.4034  C19 1.394, C21 1.383, H47 1.079
21 C -8.1853 -0.7524 0.3299  C20 1.383, C22 1.385, H48 1.080
22 C -8.6480 0.4642 -0.1421  C21 1.385, C23 1.383, H49 1.078
23 C -7.7170 1.4091 -0.5321  C22 1.383, F24 1.352, C25 1.380
24 F -8.1513 2.6009 -0.9990  C23 1.352
25 C -6.3578 1.1790 -0.4640  C19 1.393, C23 1.380, H50 1.079
26 C -3.5684 0.6690 0.5175  C18 1.394, C27 1.379, H51 1.080
27 C -2.2166 0.4124 0.6032  C15 1.394, C26 1.379, H52 1.082
28 C 2.4357 -0.9192 -0.8233  N7 1.451, C11 1.533, H53 1.094, H54 1.105
29 N 3.8135 2.2474 0.2738  C2 1.361, C5 1.376, C30 1.435
30 C 4.5972 1.6818 1.3352  N29 1.435, H55 1.094, H56 1.089, H57 1.090
31 H 2.3486 5.1181 1.2457  C1 1.085
32 H 2.5138 3.7334 2.3364  C1 1.091
33 H 3.9523 4.6176 1.8096  C1 1.090
34 H 2.4883 2.5264 -2.6632  C4 1.072
35 H 4.1339 0.2867 -2.4783  C6 1.103
36 H 5.4101 0.5198 -1.2608  C6 1.096
37 H 5.6735 -1.6370 -0.6295  C8 1.094
38 H 4.4827 -2.2904 -1.7786  C8 1.104
39 H 4.7580 -3.8246 0.1356  C9 1.091
40 H 4.3946 -2.5179 1.2706  C9 1.092
41 H 2.4752 -3.6713 -0.8109  C10 1.091
42 H 2.3656 -3.8825 0.9344  C10 1.091
43 H 2.0618 -1.4415 1.2266  C11 1.096
44 H 0.1741 -0.2324 0.7156  N14 1.011
45 H -2.2023 -2.7972 -0.4511  C16 1.077
46 H -4.6062 -2.3386 -0.6027  C17 1.080
47 H -6.4820 -1.9541 0.7895  C20 1.079
48 H -8.8922 -1.5054 0.6442  C21 1.080
49 H -9.7013 0.6841 -0.2103  C22 1.078
50 H -5.6713 1.9411 -0.7976  C25 1.079
51 H -3.9439 1.6397 0.8048  C26 1.080
52 H -1.5423 1.1887 0.9386  C27 1.082
53 H 1.9017 0.0341 -0.7794  C28 1.094
54 H 2.2685 -1.3539 -1.8252  C28 1.105
55 H 5.6216 2.0642 1.3083  C30 1.094
56 H 4.1550 1.9383 2.2972  C30 1.089
57 H 4.6133 0.5985 1.2181  C30 1.090

Summary:
- Relative energy (zero: lowest compared OMol25 entry of this formula, charge and spin): 0.0 kcal per mole
- Strongest force on any atom: 0.64 eV/A
- E_HOMO: -8.19 eV
- Kohn-Sham gap: 8.65 eV
- E: -1324.9266 Ha